1.
ORCA calculation (ωB97M-V/def2-TZVPD) on a 12-piece molecular cluster, C48H66N6O18 overall at a distorted geometry.

Each line ends with the Löwdin charge.
Cartesian coordinates (Å):
1 C 9.70543 23.52315 13.04245  -0.093
2 C 10.38838 24.63854 12.62894  -0.043
3 C 11.49314 24.50483 11.75176  0.015
4 C 11.79156 23.26188 11.26918  -0.157
5 C 11.10639 22.11039 11.68369  -0.019
6 C 10.06041 22.29777 12.53518  -0.102
7 N 12.86094 23.14892 10.26925  -0.339
8 O 12.89184 22.11443 9.63140  0.051
9 O 13.67462 24.04972 10.15422  0.084
10 H 8.79349 23.59672 13.64848  0.126
11 H 10.06233 25.60021 13.01393  0.112
12 H 12.03774 25.38366 11.42243  0.123
13 H 11.24670 21.18993 11.12787  0.106
14 H 9.40389 21.48161 12.87096  0.124
15 C 7.82724 19.97474 10.36144  -0.073
16 C 6.90579 20.87944 10.94224  -0.056
17 C 7.03047 22.22751 10.71278  -0.034
18 C 7.97044 22.68064 9.78922  -0.132
19 C 8.92170 21.80528 9.25248  -0.010
20 C 8.77022 20.42838 9.46973  -0.077
21 N 7.98177 24.16719 9.47736  -0.304
22 O 8.84384 24.55922 8.62892  0.032
23 O 7.15656 24.87712 10.02114  0.071
24 H 7.83672 18.88964 10.51653  0.100
25 H 6.21171 20.56609 11.74096  0.118
26 H 6.46791 22.99504 11.21163  0.114
27 H 9.69793 22.16160 8.53326  0.133
28 H 9.43240 19.80258 8.88111  0.090
29 C 11.82267 8.94340 10.69645  -0.096
30 C 12.78933 8.71936 9.72911  -0.061
31 C 13.91281 9.50874 9.68455  -0.035
32 C 14.09937 10.51493 10.58379  -0.091
33 C 13.13041 10.66093 11.66735  0.020
34 C 11.99609 9.88604 11.68020  -0.090
35 N 15.31068 11.43798 10.55064  -0.333
36 O 15.34842 12.45054 11.19340  0.075
37 O 16.26460 11.08781 9.83863  0.058
38 H 10.93340 8.32040 10.72797  0.112
39 H 12.73532 7.82082 9.09590  0.124
40 H 14.60469 9.31943 8.86944  0.126
41 H 13.25080 11.52918 12.28199  0.085
42 H 11.22283 10.00272 12.43930  0.120
43 C 14.82845 19.45137 16.34658  -0.064
44 C 14.08260 19.61861 15.18397  -0.058
45 C 12.89537 20.37056 15.20698  -0.004
46 C 12.47663 20.76372 16.47636  -0.145
47 C 13.20355 20.65452 17.62261  -0.020
48 C 14.42728 19.96270 17.59026  -0.048
49 N 11.14130 21.46729 16.48382  -0.324
50 O 10.43256 21.23936 17.47074  0.065
51 O 10.88993 22.31749 15.64616  0.074
52 H 15.78476 18.92766 16.28063  0.104
53 H 14.47333 19.31024 14.24884  0.077
54 H 12.34509 20.61641 14.29596  0.095
55 H 12.81050 20.99394 18.56892  0.120
56 H 14.97483 19.76326 18.51970  0.113
57 C 12.52579 14.70280 10.28800  -0.060
58 C 11.24985 15.17251 9.95158  -0.038
59 C 10.75131 16.27700 10.61407  -0.037
60 C 11.47356 16.88987 11.56457  -0.134
61 C 12.74650 16.44944 11.90554  0.015
62 C 13.26186 15.35244 11.24010  -0.068
63 N 10.92621 18.12994 12.22013  -0.311
64 O 9.74145 18.42865 12.09146  0.064
65 O 11.67106 18.76917 12.89120  0.067
66 H 12.88947 13.78423 9.82604  0.111
67 H 10.57000 14.73653 9.18412  0.115
68 H 9.81527 16.70371 10.31421  0.101
69 H 13.33231 16.94724 12.59987  0.095
70 H 14.24348 15.05654 11.52028  0.087
71 C 14.78299 21.27244 12.46596  -0.086
72 C 14.64147 20.16001 11.66077  -0.062
73 C 15.67247 19.73877 10.80157  0.011
74 C 16.82551 20.50590 10.76804  -0.165
75 C 16.98401 21.63621 11.53338  -0.003
76 C 15.95842 22.02197 12.36399  -0.053
77 N 17.89505 20.00078 9.94609  -0.356
78 O 19.02292 20.11589 10.31237  0.111
79 O 17.52948 19.46958 8.88557  0.065
80 H 13.96630 21.62863 13.08886  0.098
81 H 13.73419 19.55883 11.80705  0.096
82 H 15.58938 18.84246 10.18716  0.097
83 H 17.86860 22.23624 11.50832  0.120
84 H 16.07789 22.92096 12.98828  0.122
85 C 8.85290 11.76340 11.02682  -0.088
86 C 9.11969 10.90360 9.84419  -0.294
87 O 10.22506 11.44386 9.07400  -0.087
88 H 8.59124 12.77576 10.66301  0.075
89 H 9.81074 11.91487 11.52768  0.034
90 H 8.17670 11.47375 11.82839  0.086
91 H 8.26469 10.79043 9.15280  0.121
92 H 9.41272 9.93250 10.21331  0.075
93 H 11.01250 11.56535 9.60566  0.050
94 C 10.30816 14.32127 14.69290  -0.074
95 C 10.76270 13.22752 13.69102  -0.314
96 O 12.13449 12.93104 13.92855  -0.086
97 H 10.61316 14.01352 15.66444  0.060
98 H 9.23098 14.48126 14.74214  0.073
99 H 10.76988 15.29687 14.50866  0.064
100 H 10.50738 13.56466 12.67792  0.088
101 H 10.12760 12.35889 13.92766  0.110
102 H 12.64688 13.68051 13.54947  0.090
103 C 7.88391 14.16805 7.62944  -0.076
104 C 7.70558 15.30089 8.65282  -0.301
105 O 8.19760 16.61090 8.27991  -0.111
106 H 8.88491 13.97410 7.24423  0.077
107 H 7.20855 14.38857 6.80377  0.069
108 H 7.46241 13.26588 8.06706  0.066
109 H 8.27531 15.04814 9.52821  0.066
110 H 6.62778 15.43635 8.93483  0.126
111 H 7.97419 16.72405 7.33515  0.090
112 C 16.62783 16.62342 11.92662  -0.085
113 C 17.77925 17.12286 12.72276  -0.262
114 O 17.29930 17.04823 14.11272  -0.110
115 H 16.90775 16.58309 10.91233  0.060
116 H 15.87505 17.37310 11.99759  0.047
117 H 16.30764 15.65586 12.25262  0.075
118 H 18.02049 18.12577 12.50381  0.082
119 H 18.71687 16.52562 12.67337  0.124
120 H 17.88015 17.49648 14.74152  0.072
121 C 15.82431 15.78203 6.68951  -0.093
122 C 15.14878 15.44152 7.99291  -0.296
123 O 15.27027 16.48853 8.99754  -0.119
124 H 15.78646 15.08858 5.84027  0.074
125 H 16.92284 16.04683 6.88059  0.106
126 H 15.30822 16.67835 6.35328  0.061
127 H 15.68086 14.59768 8.48881  0.122
128 H 14.10756 15.27431 7.76890  0.091
129 H 15.22912 17.39533 8.67767  0.028
130 C 11.77002 19.15107 7.07169  -0.080
131 C 12.63045 18.83050 8.32099  -0.205
132 O 14.09378 18.94275 7.96133  -0.124
133 H 10.69815 18.91382 7.17143  0.061
134 H 12.07846 18.63561 6.15970  0.070
135 H 11.92155 20.19499 6.78112  0.075
136 H 12.66033 17.77956 8.67464  0.107
137 H 12.38916 19.61615 9.07942  0.094
138 H 14.28300 19.78481 7.56574  0.073

Forces on atoms 1 to 2 (eV/Å):
C -0.69 0.62 -0.16
C 0.76 0.41 -0.09

As for the SMILES: O=[N+]([O-])c1ccccc1.O=[N+]([O-])c1ccccc1.O=[N+]([O-])c1ccccc1.O=[N+]([O-])c1ccccc1.O=[N+]([O-])c1ccccc1.O=[N+]([O-])c1ccccc1.CCO.CCO.CCO.CCO.CCO.CCO. Its energy is -3550.81629 Ha. For the LUMO energy, the calculation gives -0.784 eV. The calculation puts the relative energy (zero: lowest compared OMol25 entry of this formula, charge and spin) at 444.68 kcal/mol.

2.
ORCA calculation (ωB97M-V/def2-TZVPD) on a 2-piece molecular cluster, C4H12N2O2 overall at a distorted geometry.

Each line ends with the natural charge from an NBO analysis.
Cartesian coordinates (Å):
1 C -0.07916 2.38883 -2.35093  -0.407
2 N -0.63837 1.25394 -1.63847  -0.632
3 C -0.31333 1.17259 -0.21349  -0.325
4 C 0.10472 -0.26236 0.12523  0.675
5 N -0.02154 -0.66390 1.41782  -0.611
6 C -0.11145 0.19639 2.56763  -0.412
7 O 0.46689 -1.04134 -0.73837  -0.636
8 H 0.86021 2.75538 -1.92725  0.163
9 H -0.77482 3.23164 -2.37183  0.181
10 H 0.09940 2.12661 -3.38201  0.201
11 H -0.39220 0.37829 -2.07546  0.388
12 H 0.51508 1.85621 -0.00944  0.201
13 H -1.21623 1.36932 0.35785  0.200
14 H 0.19494 -1.63636 1.56272  0.409
15 H 0.87350 0.39474 3.00783  0.189
16 H -0.51165 1.16604 2.29536  0.209
17 H -0.76040 -0.24409 3.31509  0.207
18 H 1.07487 -5.24270 0.45416  0.468
19 H 0.35787 -4.44316 -0.65120  0.478
20 O 0.27165 -4.75605 0.25474  -0.946

Forces on atoms 1 to 2 (eV/Å):
C -0.33 0.17 0.18
N 0.08 -0.03 0.29

As for the SMILES: CNCC(=O)NC.O. Its energy is -419.59280 Ha. For the LUMO energy, the calculation gives 0.861 eV. The calculation puts the relative energy (zero: lowest compared OMol25 entry of this formula, charge and spin) at 34.94 kcal/mol.

3.
ORCA calculation (ωB97M-V/def2-TZVPD) on C4H8ClNOS in the gas phase at a distorted geometry.

Each line ends with the natural charge from an NBO analysis.
Cartesian coordinates (Å):
1 C 1.48556 1.19927 -0.91339  -0.629
2 C 0.67253 0.35817 0.09412  0.080
3 C 0.82532 -1.13687 -0.16313  -0.402
4 C -2.48531 -0.56205 0.63451  -0.109
5 H 2.52105 0.92567 -0.86978  0.230
6 H 1.13978 1.03506 -1.94251  0.222
7 H 1.36876 2.29315 -0.64823  0.220
8 H 0.96478 0.59966 1.11778  0.178
9 H 0.11533 -1.71792 0.41534  0.230
10 H 0.61962 -1.33964 -1.22579  0.228
11 H -1.64520 0.99051 1.67019  0.385
12 H -3.19144 -0.57984 1.46974  0.197
13 N -1.49828 0.30344 0.91488  -0.302
14 O -0.68318 0.77036 -0.08460  -0.356
15 S -2.68329 -1.46382 -0.70366  -0.110
16 Cl 2.47396 -1.67515 0.23454  -0.062

Forces on atoms 1 to 2 (eV/Å):
C -1.07 0.96 0.64
C 0.79 0.30 -0.62

As for the SMILES: C[C@H](CCl)ONC=S. Its energy is -1145.52267 Ha. For the LUMO energy, the calculation gives 0.632 eV. The calculation puts the relative energy (zero: lowest compared OMol25 entry of this formula, charge and spin) at 50.09 kcal/mol.

no.,highest occupied orbital energy (eV),frontier orbital gap (eV)
1,-9.732,8.9
2,-8.668,9.5
3,-8.679,9.3